(1)
The following is a quantum chemistry calculation of the molecule C6H4N2O2 at a distorted geometry, from the Open Molecules 2025 dataset.

Positions of all 14 atoms, in Å:
H  -1.8640  -1.2778  -3.9001
N  -1.6856  -0.4588  -3.2153
C  -0.6257  -0.7927  -2.6132
O  -0.1498  -2.0757  -3.0224
C  -0.3155  -0.3869  -1.2657
C  0.0287  -0.0071  -0.1680
C  0.4106  0.4401  1.1236
C  -0.0673  1.4155  1.9513
C  0.8382  1.3782  3.0452
N  1.7215  0.4242  2.9011
O  1.4660  -0.1658  1.7007
H  0.3683  -2.4851  -2.3169
H  -0.9603  2.0177  1.8245
H  0.8348  1.9742  3.9551

Properties
lowest unoccupied orbital energy = -0.428 eV
structure (SMILES) = [H]/N=C(\O)C#Cc1ccno1
E_tot = -490.887788 a.u.
relative energy (zero: lowest compared OMol25 entry of this formula, charge and spin) = 94.3 kcal per mole


(2)
The following is a quantum chemistry calculation of the molecule C6H4N4O2 at a distorted geometry, from the Open Molecules 2025 dataset.

Positions of all 16 atoms, in Å:
O  -3.6906  -0.9620  0.5267
C  -2.6836  -0.2790  0.1489
N  -2.4570  1.0239  -0.1380
N  -1.1750  1.3416  -0.5515
C  -0.5332  0.3182  -0.2758
C  0.8634  -0.0472  -0.0056
C  1.3554  -1.2812  -0.2313
N  2.7345  -1.4276  -0.2352
C  3.3976  -0.1364  0.0284
C  2.8053  1.1007  0.3580
N  1.5190  1.1121  0.4037
O  -1.4224  -0.7547  -0.0865
H  -3.1306  1.7301  -0.6730
H  0.7844  -2.2243  -0.1537
H  4.3657  -0.2552  0.0065
H  3.3035  2.0812  0.8095

Properties
lowest unoccupied orbital energy = -0.889 eV
structure (SMILES) = O=c1[nH]nc(-c2cnccn2)o1
E_tot = -600.438237 a.u.
relative energy (zero: lowest compared OMol25 entry of this formula, charge and spin) = 88.7 kcal per mole


(3)
The following is a quantum chemistry calculation of a structure of composition C6H4O at a distorted geometry, from the Open Molecules 2025 dataset.

Positions of all 11 atoms, in Å:
C  1.9367  0.2706  -1.5826
C  2.9816  0.1541  -2.2885
C  -0.1061  1.9862  -0.8830
C  0.8647  0.3489  -0.8252
C  0.3495  2.8184  -1.7443
C  0.2489  -0.6070  0.0871
O  0.8329  3.4866  -2.5620
H  -0.8879  2.0072  -0.1686
H  -0.5510  -0.1782  0.6781
H  1.0071  -1.0222  0.7523
H  -0.1472  -1.4436  -0.4932

Properties
lowest unoccupied orbital energy = -1.487 eV
E_tot = -306.027493 a.u.
relative energy (zero: lowest compared OMol25 entry of this formula, charge and spin) = 115.5 kcal per mole


(4)
The following is a quantum chemistry calculation of the molecule C6H4O, from the Open Molecules 2025 dataset.

Positions of all 11 atoms, in Å:
O  -1.5458  0.6978  -1.2387
C  -0.5629  1.3107  -0.8712
C  0.7416  0.6928  -0.5829
C  0.8680  -0.6296  -0.3608
C  -0.2871  -1.3196  0.1232
C  -1.5973  -1.5449  0.6519
C  -0.4984  -1.1438  1.4309
H  -0.6018  2.4093  -0.7453
H  1.6052  1.3400  -0.4906
H  1.8194  -1.1149  -0.1587
H  0.0591  -0.6977  2.2421

Properties
lowest unoccupied orbital energy = -0.202 eV
structure (SMILES) = O=C/C=C\C1=C=C1
E_tot = -306.049283 a.u.
relative energy (zero: lowest compared OMol25 entry of this formula, charge and spin) = 101.8 kcal per mole


(5)
The following is a quantum chemistry calculation of the molecule C6H4O, from the Open Molecules 2025 dataset.

Positions of all 11 atoms, in Å:
C  3.3425  -0.7035  0.0624
C  2.0761  -0.6981  0.1301
C  0.7622  -0.4342  0.0729
C  0.1139  0.9093  0.1517
C  -1.3479  0.5773  0.1142
C  -1.4282  -0.7065  -0.2109
O  -0.1773  -1.3247  -0.2842
H  0.4811  1.2370  -0.8346
H  0.4802  1.6209  0.8920
H  -2.1765  1.2427  0.3214
H  -2.2566  -1.3594  -0.4450

Properties
lowest unoccupied orbital energy = -0.730 eV
E_tot = -306.084216 a.u.
relative energy (zero: lowest compared OMol25 entry of this formula, charge and spin) = 79.9 kcal per mole


(6)
The following is a quantum chemistry calculation of a structure of composition C6H4O at a distorted geometry, from the Open Molecules 2025 dataset.

Positions of all 11 atoms, in Å:
C  -3.0058  0.3353  0.3855
C  -1.7558  0.2627  0.6175
C  -0.4448  0.2657  0.9144
C  0.4101  -0.9161  0.7996
C  1.1336  -0.6321  -0.2966
C  0.6352  0.6998  -0.7746
O  0.2367  1.3442  0.4444
H  -0.5101  0.4584  -1.1229
H  0.2132  -1.8692  1.2662
H  1.7842  -1.2861  -0.8650
H  1.3035  1.3376  -1.3685

Properties
lowest unoccupied orbital energy = -1.582 eV
E_tot = -306.015939 a.u.
relative energy (zero: lowest compared OMol25 entry of this formula, charge and spin) = 122.7 kcal per mole


(7)
The following is a quantum chemistry calculation of the molecule C6H4O, from the Open Molecules 2025 dataset.

Positions of all 11 atoms, in Å:
C  2.8556  -1.1487  0.0874
C  2.0246  -0.1459  -0.0191
C  0.5754  -0.0357  -0.0224
C  -0.2923  0.9865  0.2118
C  -1.6047  0.4273  0.0925
C  -1.4270  -0.8830  -0.2052
O  -0.1085  -1.1824  -0.2790
H  2.6656  0.7404  -0.1437
H  -0.0361  2.0083  0.4564
H  -2.5502  0.9369  0.2155
H  -2.1024  -1.7039  -0.3943

Properties
lowest unoccupied orbital energy = -0.383 eV
E_tot = -306.108261 a.u.
relative energy (zero: lowest compared OMol25 entry of this formula, charge and spin) = 64.8 kcal per mole